Entry from the Open Molecules 2025 dataset: a 2-piece molecular cluster, C4H13N3O overall in a non-equilibrium geometry (ωB97M-V/def2-TZVPD).

XYZ file:
```
21
Properties=species:S:1:pos:R:3:nbo_charge:R:1
C -2.298 1.477 1.248 -0.54
H 2.755 0.364 -0.189 0.35
H 1.765 -2.638 0.807 0.21
H -0.271 1.166 -2.479 0.22
N 1.285 -0.975 -0.341 -0.31
H 0.276 -2.792 -0.143 0.20
N 2.148 -0.149 0.440 -0.68
H -2.013 1.809 2.250 0.20
N -2.213 0.132 0.942 -0.24
H 1.597 0.521 0.980 0.34
C 0.873 -2.114 0.469 -0.41
O -0.588 0.445 0.074 -0.61
H 1.169 1.554 -1.531 0.21
H -0.509 -1.000 -1.372 0.18
H -1.304 1.730 0.586 0.35
H -3.173 1.958 0.812 0.21
H 0.285 -1.823 1.352 0.16
H 1.227 0.231 -2.711 0.22
C 0.599 0.742 -1.981 -0.62
H -1.756 -0.386 1.695 0.35
C 0.146 -0.251 -0.909 0.22
```

- HOMO-LUMO gap (eV) = 8.6

Entry from the Open Molecules 2025 dataset: C5H6O2 in the gas phase in a non-equilibrium geometry (ωB97M-V/def2-TZVPD).

XYZ file:
```
13
Properties=species:S:1:pos:R:3:nbo_charge:R:1
C -1.354 0.834 -0.186 0.15
C 1.219 1.000 0.278 -0.09
H 1.578 0.630 1.369 0.19
H -2.442 1.174 -0.234 0.21
O 1.514 -0.209 -0.501 -0.53
C -0.514 -1.428 0.191 0.03
C -0.263 1.589 0.108 -0.35
O -1.619 -0.511 -0.041 -0.49
H -0.219 2.677 0.174 0.23
C 0.800 -1.294 0.024 0.04
H -0.871 -2.494 0.337 0.21
H 1.539 -2.039 0.408 0.20
H 1.928 1.614 -0.204 0.20
```

- HOMO-LUMO gap (eV) = 9.7
- SMILES string = C1=COC=COC1

Entry from the Open Molecules 2025 dataset: C36H35IMoN13O4S3Se as an isolated structure in a non-equilibrium geometry (ωB97M-V/def2-TZVPD).

XYZ file:
```
94
Properties=species:S:1:pos:R:3:mulliken_spin:R:1
C -0.381 3.008 0.792 0.02
N -2.751 -1.170 -1.419 -0.01
N 4.409 -5.810 0.858 0.00
S -0.378 -1.059 -2.730 -0.05
H -2.949 1.481 -0.591 0.00
H 2.938 -0.788 0.265 0.00
H -0.908 -3.234 -1.461 -0.01
H 2.378 -5.941 -2.817 0.00
I 2.184 1.436 -1.332 0.00
Se 0.540 -0.435 2.350 -0.07
H 3.669 1.912 4.372 0.00
C 2.460 -1.734 0.111 0.00
C 3.752 1.013 3.766 0.00
H 2.659 2.327 -4.240 0.00
H -1.161 3.437 -5.817 0.00
O -6.134 3.683 4.645 0.00
H 0.347 3.191 0.019 0.00
C 5.300 -6.309 -1.045 0.00
C -4.097 -1.333 -1.718 0.00
N -3.729 6.596 5.015 0.00
C 0.967 1.996 -2.986 -0.02
C -2.292 2.537 2.657 -0.02
C -2.607 6.990 4.420 0.00
C -0.428 2.029 -2.781 -0.02
C -0.583 -1.837 2.190 0.01
C -1.072 1.499 -1.622 -0.08
H -4.221 2.617 -2.310 0.00
C -2.038 -1.225 -2.569 0.00
C -1.793 1.552 1.850 0.00
H 1.279 3.177 -6.117 0.00
H -2.822 -1.530 -4.491 0.00
H -0.972 6.504 3.096 0.00
N -2.970 -1.437 -3.499 0.00
C 4.302 -6.493 -3.602 0.00
H 1.370 -5.835 -0.289 0.00
H 3.040 0.266 4.109 0.00
H -3.152 3.267 -4.443 0.00
C 0.800 2.880 -5.196 0.00
C 2.131 -5.299 0.272 0.00
N 2.000 -3.859 0.031 0.00
C 6.180 -6.664 -2.068 0.00
C 1.583 2.385 -4.138 0.00
H -3.073 2.334 3.379 0.00
H -2.287 8.006 4.624 0.00
N -2.167 -0.979 -0.163 0.00
N 1.151 -1.865 -0.326 -0.04
C -1.187 2.617 -3.832 -0.01
S -5.607 4.606 5.625 0.00
N -3.483 4.473 4.019 0.00
S 3.379 1.391 2.033 0.00
C 2.991 -2.954 0.335 0.01
C 4.435 2.860 1.896 0.00
C -0.799 4.054 1.589 -0.01
C 0.907 -3.176 -0.366 0.00
H 6.305 -7.026 -4.161 0.00
C -2.373 4.872 3.405 0.00
C -1.785 3.834 2.546 0.00
H 3.943 -6.580 -4.619 0.00
C 5.659 -6.750 -3.339 0.00
H -0.366 5.031 1.435 0.00
C -2.416 1.767 -1.493 0.04
H -2.028 -1.878 0.335 0.00
C -5.182 -1.271 -0.714 0.00
C -2.577 2.803 -3.652 0.03
H -5.037 -2.001 0.083 0.00
N -4.231 -1.496 -2.989 0.00
H -0.099 -4.786 -1.329 0.00
O -6.470 5.706 5.960 0.00
N -0.853 1.760 0.908 -0.06
Mo -0.107 0.065 -0.295 2.27
H -2.158 0.541 1.983 0.01
O 1.973 1.892 1.973 0.00
H 5.458 2.527 1.723 0.00
C -1.878 6.159 3.577 0.00
H -6.126 -1.473 -1.214 0.00
N 5.503 -6.134 0.308 0.00
H -0.946 -4.128 0.075 0.00
H 7.221 -6.862 -1.856 0.00
H -5.239 -0.276 -0.265 0.00
C 3.421 -6.139 -2.604 0.00
C -4.120 5.350 4.776 0.00
H 4.764 0.610 3.795 0.00
C -0.339 -3.869 -0.793 0.01
H 4.078 3.429 1.040 0.00
N -1.345 -2.695 2.012 -0.01
C 3.948 -6.055 -1.318 0.00
H 3.964 -3.256 0.680 0.00
H -2.831 -0.456 0.409 0.01
O -4.916 3.973 6.736 0.00
C -3.169 2.427 -2.483 -0.02
H 4.370 3.464 2.798 0.00
N 3.427 -5.761 -0.088 0.00
C -0.549 3.015 -5.030 0.01
H 1.997 -5.490 1.337 0.00
```

- HOMO-LUMO gap (spin up / spin down) (eV) = 3.8 / 3.5
- multiplicity = 3
- charge = +1

Entry from the Open Molecules 2025 dataset: C6H9NS in the gas phase in a non-equilibrium geometry (ωB97M-V/def2-TZVPD).

XYZ file:
```
17
Properties=species:S:1:pos:R:3:nbo_charge:R:1
C 1.334 -0.103 -0.474 -0.18
C -1.058 -0.713 -0.320 -0.14
H 0.167 -0.420 1.353 0.23
C -1.609 -1.882 -0.074 -0.41
N 2.021 1.111 -0.456 -0.43
H 1.531 3.134 -0.005 0.20
H -1.386 -0.063 -1.241 0.19
H 1.284 -0.461 -1.582 0.24
H -1.529 -2.388 0.870 0.20
H -2.344 -2.241 -0.750 0.20
H -1.028 2.040 0.090 0.21
H 3.507 -0.685 0.191 0.15
C 0.052 -0.030 0.441 -0.32
C -0.078 1.484 0.606 -0.46
H -0.146 1.915 1.556 0.23
S 2.370 -1.405 0.218 -0.06
C 1.230 2.013 -0.061 0.14
```

- HOMO-LUMO gap (eV) = 9.8
- SMILES string = C=C[C@@H]1CC=N[C@H]1S

Ordered total energy results: -399.5266 -344.4734 -6367.1884 -686.8768; unit hartree.